1.
Here is one molecule with the formula C9H8N2 at a distorted geometry from OMol25. Energies are from ωB97M-V/def2-TZVPD.

```
19
Properties=species:S:1:pos:R:3
C -2.801 1.332 0.186
C -2.314 0.814 -0.991
C -1.015 0.196 -1.060
C -0.239 0.294 0.088
C 1.118 -0.342 0.074
N 2.201 0.200 0.548
C 3.192 -0.756 0.266
C 2.743 -1.827 -0.387
N 1.296 -1.573 -0.475
C -0.677 0.902 1.222
C -2.007 1.413 1.287
H -4.019 1.675 0.334
H -2.803 0.732 -2.189
H -0.468 -0.218 -1.998
H 4.398 -0.646 0.522
H 3.180 -2.846 -0.908
H 0.357 -2.160 -0.800
H 0.022 0.846 2.073
H -2.165 1.965 2.211
```

Properties
- Net charge: 0
- ΔE to the lowest compared entry with this formula, charge and spin: 70.4 kcal per mole
- HOMO energy: -0.3236 hartree
- Frontier orbital gap: 9.540 eV

2.
Here is one molecule with the formula C9H8N2 at a distorted geometry from OMol25. Energies are from ωB97M-V/def2-TZVPD.

```
19
Properties=species:S:1:pos:R:3
N -0.411 0.980 -4.690
C -0.547 0.578 -3.602
C -0.670 0.019 -2.282
C -0.140 0.621 -1.196
N 0.444 1.870 -1.363
C -0.112 0.015 0.170
C -0.619 -1.249 0.445
C -0.527 -1.805 1.732
C 0.144 -1.140 2.739
C 0.687 0.106 2.511
C 0.588 0.647 1.217
H -1.166 -0.942 -2.253
H 0.453 2.298 -2.305
H 1.244 2.105 -0.798
H -1.122 -1.838 -0.320
H -0.910 -2.837 1.911
H 0.290 -1.590 3.710
H 1.235 0.610 3.307
H 1.138 1.552 1.067
```

Properties
- Net charge: 0
- ΔE to the lowest compared entry with this formula, charge and spin: 18.4 kcal per mole
- HOMO energy: -0.3180 hartree
- Frontier orbital gap: 8.709 eV

3.
Here is one molecule with the formula C9H8N2 at a distorted geometry from OMol25. Energies are from ωB97M-V/def2-TZVPD.

```
19
Properties=species:S:1:pos:R:3
C -0.938 -2.655 -0.250
C -0.638 -1.969 -1.407
N -0.629 -0.608 -1.568
C -0.056 0.234 -0.632
C 0.778 1.294 -1.089
C 1.378 2.229 -0.210
C 1.123 2.137 1.164
C 0.308 1.087 1.652
C -0.307 0.147 0.759
C -1.075 -0.907 1.401
N -1.364 -2.152 1.005
H -0.888 -3.708 -0.239
H -0.405 -2.549 -2.300
H -0.548 -0.270 -2.542
H 0.952 1.435 -2.175
H 2.014 3.009 -0.591
H 1.545 2.869 1.879
H 0.161 1.020 2.737
H -1.411 -0.643 2.405
```

Properties
- Net charge: 0
- ΔE to the lowest compared entry with this formula, charge and spin: 38.1 kcal per mole
- HOMO energy: -0.2743 hartree
- Frontier orbital gap: 7.422 eV

4.
Here is one molecule with the formula C9H8N2 at a distorted geometry from OMol25. Energies are from ωB97M-V/def2-TZVPD.

```
19
Properties=species:S:1:pos:R:3
C 1.184 -0.349 -0.959
C 2.264 0.517 -0.844
C 1.780 -0.050 1.256
C 0.800 -0.592 0.447
C -1.496 -1.883 0.619
C -2.695 -1.247 0.104
C -0.408 -1.168 0.680
C -1.866 0.835 -0.408
C -1.221 1.962 -0.511
N -2.734 -0.035 -0.298
N 2.736 0.534 0.459
H 0.543 -0.468 -1.816
H 2.910 1.013 -1.507
H 1.849 -0.090 2.254
H -1.596 -2.890 0.851
H -3.511 -1.986 -0.161
H -1.156 2.509 -1.330
H -0.952 2.448 0.407
H 3.569 0.941 0.758
```

Properties
- Net charge: 0
- ΔE to the lowest compared entry with this formula, charge and spin: 157.5 kcal per mole
- HOMO energy (spin up / spin down): -0.2458 / -0.2401 hartree
- Frontier orbital gap (spin up / spin down): 6.779 / 6.272 eV

5.
Here is one molecule with the formula C9H8N2 at a distorted geometry from OMol25. Energies are from ωB97M-V/def2-TZVPD.

```
19
Properties=species:S:1:pos:R:3
N -0.171 -0.961 2.524
C 0.814 -0.252 2.688
C 1.933 0.376 2.623
N 2.240 1.438 1.815
C 1.576 1.708 0.746
C 0.565 0.790 0.267
C -0.789 1.377 -0.048
C -1.629 0.442 -0.617
C -1.394 -0.883 -0.707
C -0.127 -1.411 -0.222
C 0.918 -0.593 0.122
H -0.165 -1.513 1.848
H 2.686 0.258 3.455
H 1.645 2.708 0.283
H -1.037 2.360 0.259
H -2.648 0.703 -0.944
H -2.124 -1.516 -1.162
H 0.035 -2.524 -0.361
H 1.970 -1.014 0.174
```

Properties
- Net charge: 0
- ΔE to the lowest compared entry with this formula, charge and spin: 111.0 kcal per mole
- HOMO energy: -0.2956 hartree
- Frontier orbital gap: 8.200 eV

6.
Here is one molecule with the formula C9H8N2O at a distorted geometry from OMol25. Energies are from ωB97M-V/def2-TZVPD.

```
20
Properties=species:S:1:pos:R:3
C 2.521 -0.990 -1.233
C 1.681 -0.302 -0.381
C 1.724 1.149 -0.504
N 1.751 2.289 -0.694
C 0.962 -0.847 0.779
O 1.331 -0.294 1.913
C -0.466 -0.445 0.414
C -1.011 0.825 0.670
C -2.281 1.146 0.190
N -3.031 0.251 -0.405
C -2.508 -0.936 -0.649
C -1.080 -1.251 -0.487
H 2.827 -2.067 -1.066
H 3.235 -0.613 -1.855
H 1.047 -1.899 0.719
H 0.791 -1.115 2.573
H -0.349 1.467 1.303
H -2.631 2.350 0.056
H -3.260 -1.458 -1.203
H -0.601 -2.180 -0.924
```

Properties
- Net charge: 0
- ΔE to the lowest compared entry with this formula, charge and spin: 110.3 kcal per mole
- HOMO energy: -0.3469 hartree
- Frontier orbital gap: 9.160 eV

7.
Here is one molecule with the formula C9H8N2O2 at a distorted geometry from OMol25. Energies are from ωB97M-V/def2-TZVPD.

```
21
Properties=species:S:1:pos:R:3
O -3.034 -1.222 -0.218
C -2.211 -2.201 0.385
C -0.769 -1.911 0.106
C 0.352 -1.518 0.009
C 1.594 -0.811 -0.113
N 2.848 -1.281 -0.288
C 3.644 -0.108 -0.095
C 2.900 1.005 0.210
N 1.627 0.593 0.116
C 0.516 1.290 0.022
C -0.512 1.920 0.117
C -1.844 2.440 0.137
O -2.778 1.473 -0.346
H -3.005 -1.103 -1.248
H -2.489 -3.150 -0.035
H -2.434 -2.201 1.483
H 4.717 -0.072 -0.093
H 3.226 2.007 0.155
H -1.949 3.249 -0.632
H -2.123 2.779 1.141
H -2.796 0.665 0.269
```

Properties
- Net charge: 0
- ΔE to the lowest compared entry with this formula, charge and spin: 145.1 kcal per mole
- HOMO energy: -0.3168 hartree
- Frontier orbital gap: 9.030 eV

8.
Here is one molecule with the formula C9H8N2O2 at a distorted geometry from OMol25. Energies are from ωB97M-V/def2-TZVPD.

```
21
Properties=species:S:1:pos:R:3
N -3.134 -2.165 1.875
C -1.672 -2.296 1.955
C -1.170 -1.168 0.861
C -0.742 -0.254 0.248
C 0.090 0.550 -0.605
C 0.105 0.380 -2.041
C 0.996 0.972 -2.856
C 1.906 1.850 -2.318
C 1.923 2.076 -0.885
C 1.077 1.413 -0.087
N -1.280 -3.696 1.477
O -0.229 -4.166 1.801
O -2.115 -4.270 0.802
H -3.327 -2.514 0.872
H -3.560 -2.832 2.446
H -1.210 -2.070 2.990
H -0.746 -0.233 -2.510
H 1.034 0.785 -3.887
H 2.623 2.277 -2.947
H 2.725 2.687 -0.331
H 1.161 1.509 1.017
```

Properties
- Net charge: 0
- ΔE to the lowest compared entry with this formula, charge and spin: 157.6 kcal per mole
- HOMO energy: -0.3272 hartree
- Frontier orbital gap: 8.905 eV

9.
Here is one molecule with the formula C9H8N2S at a distorted geometry from OMol25. Energies are from ωB97M-V/def2-TZVPD.

```
20
Properties=species:S:1:pos:R:3
C -3.158 0.533 -0.372
C 0.624 0.318 1.252
C -0.832 -2.370 0.018
C -1.931 -1.452 0.054
C 0.380 -2.025 -0.248
C -1.908 -0.206 -0.406
C -0.756 0.698 -0.733
C 0.525 0.360 -0.150
C 3.139 1.675 0.170
N -4.188 0.995 -0.193
N 0.665 0.182 2.403
S 2.016 0.620 -0.884
H -1.196 -3.376 0.167
H -2.931 -1.779 0.317
H 1.389 -2.278 -0.385
H -0.583 0.695 -1.842
H -0.971 1.670 -0.253
H 2.594 2.687 0.033
H 4.193 1.659 -0.119
H 2.928 1.394 1.172
```

Properties
- Net charge: 0
- ΔE to the lowest compared entry with this formula, charge and spin: 135.2 kcal per mole
- HOMO energy (spin up / spin down): -0.3103 / -0.3034 hartree
- Frontier orbital gap (spin up / spin down): 7.460 / 7.587 eV

10.
Here is one molecule with the formula C9H8N2S at a distorted geometry from OMol25. Energies are from ωB97M-V/def2-TZVPD.

```
20
Properties=species:S:1:pos:R:3
C -3.009 1.220 0.863
S -2.574 0.070 -0.366
C -0.877 -0.273 -0.224
C -0.518 -1.572 -0.248
C 0.753 -2.121 -0.564
C 1.757 -1.240 -0.666
C 1.569 0.167 -0.153
C 1.985 0.099 1.240
N 2.350 -0.172 2.270
C 2.309 1.053 -1.013
N 2.915 1.585 -1.809
C 0.122 0.790 -0.267
H -2.154 1.915 1.113
H -3.051 0.715 1.857
H -3.909 1.815 0.753
H -1.366 -2.305 -0.201
H 0.919 -3.208 -0.840
H 2.727 -1.347 -0.900
H 0.016 1.534 0.437
H 0.035 1.277 -1.281
```

Properties
- Net charge: 0
- ΔE to the lowest compared entry with this formula, charge and spin: 74.0 kcal per mole
- HOMO energy: -0.3186 hartree
- Frontier orbital gap: 8.365 eV

11.
Here is one molecule with the formula C9H8N4 at a distorted geometry from OMol25. Energies are from ωB97M-V/def2-TZVPD.

```
21
Properties=species:S:1:pos:R:3
N 1.012 0.543 3.580
C 0.507 -0.252 2.491
N -0.053 -1.319 2.946
C -0.710 -2.103 2.042
C -0.826 -1.726 0.560
C -0.327 -0.396 0.325
C -0.256 0.211 -1.047
C 0.275 1.582 -1.108
C 0.763 2.083 -2.414
N 0.499 1.349 -3.576
C -0.311 0.196 -3.465
C -0.582 -0.424 -2.299
N 0.328 0.418 1.337
H 0.966 -0.021 4.424
H 1.037 1.789 3.494
H -1.325 -2.815 2.476
H -1.128 -2.489 -0.208
H 0.236 2.124 -0.171
H 1.236 3.112 -2.643
H -0.391 -0.383 -4.446
H -0.951 -1.478 -2.297
```

Properties
- Net charge: 0
- ΔE to the lowest compared entry with this formula, charge and spin: 88.3 kcal per mole
- HOMO energy: -0.3231 hartree
- Frontier orbital gap: 8.221 eV

12.
Here is one molecule with the formula C9H8N6O3 at a distorted geometry from OMol25. Energies are from ωB97M-V/def2-TZVPD.

```
26
Properties=species:S:1:pos:R:3
C 2.845 0.715 1.951
N 2.591 0.752 0.546
N 3.353 1.352 -0.322
N 2.822 1.196 -1.484
C 1.698 0.476 -1.291
N 0.894 0.133 -2.341
C -0.267 -0.597 -2.359
O -0.751 -0.956 -3.407
C -0.878 -0.904 -1.032
C -1.231 -2.217 -0.739
C -1.821 -2.534 0.475
C -2.068 -1.541 1.405
C -1.731 -0.228 1.095
N -1.964 0.811 2.069
O -2.558 0.511 3.081
O -1.536 1.918 1.822
C -1.149 0.104 -0.119
N 1.535 0.177 -0.005
H 1.968 0.300 2.442
H 3.717 0.094 2.158
H 3.036 1.726 2.310
H 1.274 0.385 -3.247
H -1.037 -2.986 -1.471
H -2.085 -3.556 0.696
H -2.516 -1.759 2.362
H -0.929 1.139 -0.333
```

Properties
- Net charge: 0
- HOMO energy: -0.3572 hartree
- Frontier orbital gap: 9.018 eV